Record 1
Entry from the Open Molecules 2025 dataset: a structure of composition C55H39InN9OS2Si (wB97M-V/def2-TZVPD).

As for the lowest unoccupied orbital energy (spin up / spin down): 0.2288 / 0.1213 eV. The calculation puts the highest occupied orbital energy (spin up / spin down) at -0.15586 / -0.15562 Eh. The calculation puts the molar mass at 1049.02 g mol⁻¹. For the energy, the calculation gives -3963.39017 hartree. As for the total charge: -1.

XYZ file:
```
108
Properties=species:S:1:pos:R:3:forces:R:3
H -3.0777 -6.8298 -1.2621 0.1 -0.2 0.0
H 3.4949 1.2726 4.5251 -1.6 0.9 0.5
H -3.5213 2.9080 -2.6652 -0.6 0.7 -0.5
H -1.9667 4.7872 -3.2111 -0.3 -0.4 -0.7
C -6.2281 3.7555 2.5897 2.6 3.3 2.6
C -1.2551 3.9475 -3.2801 0.2 -0.3 0.5
C -2.7489 2.2722 -2.2822 0.3 0.0 -0.4
H -1.3828 3.2503 -4.1483 0.1 1.1 0.5
C -6.9618 2.8582 1.9211 -2.9 -0.3 -0.6
C 0.3826 -0.0461 -3.6860 -0.2 -1.2 -0.6
H -1.8822 3.7208 0.1114 -0.5 0.0 0.0
H 4.8522 -1.3146 -2.2954 0.5 -1.1 0.2
S -0.1828 -2.9831 -1.9416 -0.3 -0.2 -0.1
H 5.0705 -4.5392 3.8726 -0.5 0.3 -0.5
N 0.2803 -2.1782 2.1368 -0.9 1.1 -0.1
C 3.3417 -3.2021 3.7395 -0.4 0.6 -1.2
N -0.3550 0.5867 2.9185 -0.4 0.9 -0.2
C -4.1122 0.4701 1.1724 -2.0 1.1 0.0
H 1.5733 -6.1642 1.9306 0.0 0.1 0.4
N -1.9029 2.5464 3.0269 0.1 -1.7 0.0
C -3.9515 -4.9773 -1.7487 0.5 0.2 0.7
H -0.0258 -0.8110 -2.9687 0.3 1.0 -0.9
C 0.8440 0.3688 3.4713 1.2 1.0 1.0
C 2.5633 1.9170 4.6909 1.6 -0.8 0.9
H -0.2869 4.4768 -3.3232 -0.1 -0.6 0.0
S 1.7424 -4.5124 -3.8307 0.4 0.3 1.2
H 1.6320 4.9924 6.0266 -0.3 -1.3 -0.6
H 2.7935 2.1465 -2.2451 0.6 0.5 1.2
H 6.8080 -4.9321 -3.6873 -0.8 -0.2 0.1
C 5.9472 -3.2204 -2.8222 1.2 0.2 -1.4
C -2.4622 -3.1098 0.2452 0.3 1.2 1.5
C 1.3076 -1.8527 2.9835 -1.3 0.7 0.7
C -2.9149 1.9268 2.4161 -1.5 -0.1 -0.7
H -2.5579 1.5209 -3.0630 0.1 0.1 0.2
N 2.4320 -2.3858 -2.4265 -1.3 -1.5 0.1
C -1.6115 -4.2007 0.4381 -0.9 -0.4 0.2
C -2.0304 -5.4475 -0.0758 -1.1 -0.5 -1.3
C 0.2887 2.4906 4.0890 0.4 0.6 0.1
N -0.6340 -4.2655 1.3393 0.9 -1.6 0.5
C 3.3812 -5.4772 2.9993 -1.6 -1.4 -1.6
C 2.6022 3.0698 5.4608 -0.9 0.8 -0.5
C 5.8413 -4.4377 -3.5082 -0.7 -1.1 0.5
O -0.5893 0.6202 -0.6029 0.2 0.5 -0.6
H 1.5152 3.0637 -3.6930 -0.1 0.5 -0.6
N -2.5871 -1.9053 0.9748 1.5 -0.5 -0.5
C 1.4959 4.0154 5.4784 1.9 -0.1 0.4
H 4.3865 -6.0664 -4.0005 0.5 0.2 -0.7
N 1.5999 -0.7211 3.6295 -0.3 -1.8 -2.0
C 1.2819 0.5001 -5.8990 -1.2 -0.9 1.3
C 3.6973 3.4069 -0.5959 -2.7 1.0 0.2
H -1.5192 -6.3377 0.2667 0.4 0.3 0.3
C 3.6139 -2.9747 -2.8787 -0.7 1.2 -0.3
C 1.2065 2.1299 -4.1357 0.3 1.2 -0.6
C -4.2428 -3.6223 -1.4977 0.5 -0.9 0.6
H 1.7722 4.6870 1.9302 0.2 -0.2 -0.4
C -1.5046 3.1365 -1.9627 0.3 -1.2 -1.0
H -2.7488 4.7256 -1.1457 0.4 -0.5 0.3
H -6.9199 1.1859 0.5417 0.1 0.2 0.6
C -6.3809 1.8409 1.2409 0.9 -2.4 -0.4
C 1.3384 1.5549 4.1626 -1.6 0.8 -1.0
C 1.0517 3.4176 0.3731 -0.2 -1.1 -0.2
C -5.0432 1.5625 1.5528 0.2 -0.5 -0.8
C 0.5566 1.2790 -3.3119 -0.8 -1.8 2.0
C -3.7765 -1.6208 0.2679 0.3 0.8 0.0
C -3.6110 -2.9136 -0.4970 -2.2 0.7 -1.1
C 3.4666 -4.1856 -3.5979 0.0 -0.1 0.7
H -4.5809 -5.4339 -2.5215 0.5 -0.1 0.4
C 2.0191 4.1534 1.0008 -1.9 0.8 1.1
C 0.3937 3.7625 4.7161 -1.1 -0.3 -0.2
H 3.4934 3.3059 6.0142 0.3 0.2 0.0
C 4.8847 -2.3783 -2.6104 -1.9 -0.5 0.0
H 3.9831 4.8122 0.9629 0.3 0.4 0.2
H -0.4190 4.4980 4.6421 0.3 -0.4 -0.1
H -4.2448 4.2817 3.4051 -0.3 -0.1 0.0
N -2.9288 0.7438 1.7041 2.2 -0.6 0.0
C 2.0316 -3.0553 3.2500 3.2 -1.7 0.7
C -4.3056 2.4330 2.3592 1.6 -0.8 -0.1
H 3.7711 -2.2706 4.0946 0.4 -0.3 0.2
H -6.6172 4.7661 2.8714 -0.1 -1.3 0.1
H 6.9883 -2.9689 -2.6457 -0.2 0.6 0.2
H 4.7387 3.4812 -0.8061 0.5 -0.4 -0.7
H 0.1138 3.3147 0.9252 0.0 -0.1 -0.6
H -3.2298 1.7841 -1.4574 0.2 -0.5 0.8
C 0.7684 -0.4438 -4.9741 -0.5 -1.0 -0.8
C 3.2344 4.2398 0.4480 3.4 -0.9 -0.5
N -4.5532 -0.5765 0.3909 1.3 -0.8 -0.2
C -0.7533 1.9175 3.2717 0.0 -0.3 -0.1
C 4.5772 -5.0100 -3.8203 0.4 1.0 0.5
C 1.4285 -4.1358 2.6362 -1.2 -0.1 -0.1
C 4.0543 -4.3988 3.4716 0.0 1.4 2.4
C -4.8647 3.5469 2.8947 -1.2 1.4 -0.5
Si -0.0664 1.8049 -1.6338 -0.6 0.7 1.0
H -1.0038 4.9198 -0.8134 -0.7 -0.8 -0.2
H -5.0545 -3.1696 -2.0372 -0.2 0.2 -0.1
C 1.3519 2.7245 -0.8251 -0.3 0.5 1.0
C -1.8283 4.1462 -0.8935 0.9 1.3 0.6
H 1.8654 2.5128 -6.1602 -0.1 -0.2 0.5
C 1.3460 -3.1638 -2.6166 2.7 1.0 -0.7
H 1.4845 0.3008 -6.9318 0.1 -0.5 -0.3
C -3.0271 -5.7827 -1.0151 -0.4 1.4 -0.6
H 0.5540 -1.5077 -5.3008 0.5 1.3 0.5
H -8.0537 2.9448 2.0240 0.4 0.2 -0.9
C 0.1696 -3.5726 2.0263 1.4 1.8 -0.9
C 2.6711 2.7238 -1.2925 0.5 -0.5 -0.6
In -0.9621 -0.4091 1.0666 -0.7 -0.7 0.7
C 1.4475 1.7826 -5.4487 1.3 1.2 -0.9
C 2.0407 -5.3630 2.5026 1.0 0.0 0.3
H 3.8965 -6.4370 2.8926 -0.2 0.4 0.0
```
Forces are in eV/Å.



Record 2
Entry from the Open Molecules 2025 dataset: the molecule C3H5Cl2F (wB97M-V/def2-TZVPD).

As for the SMILES: FCCC(Cl)Cl. As for the lowest unoccupied orbital energy: 0.8954 eV. The calculation puts the highest occupied orbital energy at -0.40082 Eh. The calculation puts the molar mass at 130.98 g mol⁻¹. For the energy, the calculation gives -1137.54571 hartree.

XYZ file:
```
11
Properties=species:S:1:pos:R:3:forces:R:3
C 0.5387 -0.8837 0.5367 -0.3 0.0 -1.9
Cl -2.0278 -0.7839 -0.0766 0.2 0.6 -0.7
H 0.0638 -0.9245 1.5065 0.3 0.3 0.4
C -0.4116 -0.0287 -0.3995 0.5 -1.7 2.7
H 0.4964 -1.9092 0.1613 0.0 0.0 -0.1
H -0.1293 -0.0758 -1.4138 -0.1 -0.3 -1.1
F 2.4812 -0.3857 -0.7329 0.3 0.4 -0.8
H 2.5780 -0.9800 1.1635 0.5 -0.7 0.2
Cl -0.3162 1.6366 0.0888 -0.4 0.8 0.1
H 1.9270 0.6340 1.0438 0.6 -0.9 -1.4
C 1.9699 -0.3827 0.5173 -1.5 1.3 2.6
```
Forces are in eV/Å.



Record 3
Entry from the Open Molecules 2025 dataset: a structure of composition C28H47BF2HoI2N6S6 (wB97M-V/def2-TZVPD).

As for the lowest unoccupied orbital energy (spin up / spin down): -2.7732 / -2.7599 eV. The calculation puts the highest occupied orbital energy (spin up / spin down) at -0.37282 / -0.37283 Eh. Its spin multiplicity is 5. The calculation puts the molar mass at 1127.67 g mol⁻¹. As for the expectation value of S²: 6.00. For the energy, the calculation gives -5580.78905 hartree. As for the total charge: +1.

XYZ file:
```
93
Properties=species:S:1:pos:R:3:forces:R:3
F 2.9403 -1.3441 2.1670 1.0 0.0 -0.1
C 1.9267 4.9779 -0.7280 0.1 -0.1 0.0
H 3.0776 5.3656 -3.1431 0.0 0.1 -0.1
H -2.3450 -0.9532 -3.9039 -0.1 -0.1 -0.2
C -4.1276 1.3825 -0.3490 -0.4 0.3 0.5
C 1.6635 0.0857 4.9993 0.1 0.2 -0.4
N 0.9313 1.2014 -2.6735 0.4 0.3 -0.1
H 1.2271 4.4191 -0.1067 0.0 0.0 0.1
C -0.3865 2.5086 4.1394 -0.4 -0.3 -0.3
N -3.1557 0.7261 -1.2363 0.6 -0.3 -0.5
H -4.5743 -0.2586 -2.5277 -0.2 0.1 0.0
H 0.2289 -1.2721 5.8888 0.0 -0.1 0.0
N 2.0934 2.9907 -2.0911 -0.3 -0.7 -0.3
C 3.8904 3.4712 -0.3951 0.0 0.0 0.0
C 1.7985 1.7087 -1.7794 -0.1 -0.4 0.2
C 0.1375 -2.4251 -1.6600 -0.3 0.2 0.1
H 2.2097 -5.3040 -0.6508 0.1 0.1 0.1
N -1.3568 0.1230 -2.3514 -0.5 0.3 0.0
H 4.2910 4.0814 -3.0959 0.1 -0.1 0.0
S -0.7432 1.4041 -0.0913 0.6 0.0 0.7
S -0.1304 -1.6893 3.5766 -0.6 -0.5 0.4
C -0.5837 -5.6160 -2.6877 0.1 0.1 0.2
H 3.3836 3.1168 0.4989 0.1 0.0 0.0
H 1.6000 -2.0710 5.0849 -0.1 0.1 0.1
S 1.8466 0.9311 3.3820 0.1 0.3 0.0
H -0.0347 -5.6860 -3.6234 0.0 0.0 -0.1
B 0.0501 -0.0881 -2.9227 -0.1 0.0 0.7
C -3.5534 -0.0202 -2.3216 0.1 -0.5 -0.6
H 1.3475 -6.7874 -1.0246 -0.1 -0.1 0.0
H -2.4439 -1.5252 3.3006 -0.1 0.0 0.0
C 1.5808 -5.7923 -1.3891 -0.1 0.1 0.0
H -0.8998 -6.6150 -2.4021 0.0 -0.1 0.0
C 1.0563 2.5488 3.6730 0.2 -0.5 0.0
H 2.1560 -5.9016 -2.3023 0.1 0.0 -0.1
H 2.6850 -0.0976 5.3381 -0.2 0.1 0.1
H 1.3695 4.2809 -3.6462 0.0 0.2 -0.1
I 4.7695 -3.7530 -1.6297 -0.1 0.2 0.2
C 1.3516 3.3131 -3.1951 -0.4 -0.2 -0.4
H -2.0595 -1.8662 4.9996 -0.1 -0.1 -0.1
C 0.2808 -5.0095 -1.5757 -0.3 -0.7 0.2
H -0.8216 3.5010 4.0210 0.0 0.0 0.2
H -4.8813 2.5264 -2.0292 0.0 0.1 -0.1
H 3.0635 -3.2788 2.7750 -0.2 0.2 -0.3
F 1.6692 -2.9590 1.3291 0.3 -0.9 -0.3
H -4.2545 3.1650 0.8482 -0.2 0.0 0.0
C -2.0206 0.2216 4.5016 -0.1 0.4 -0.3
H -5.9270 2.5339 -0.6145 -0.1 0.0 0.1
C -1.8178 -1.2340 4.1444 0.6 0.1 -0.2
C 0.6564 2.2144 -3.5551 0.1 0.5 -0.1
C 2.9063 4.0259 -1.4216 0.4 0.6 0.5
H 1.9042 -1.6198 -4.2222 0.1 0.1 -0.2
N 0.6197 -3.6370 -2.0179 0.2 0.8 -0.1
S -0.9344 -2.0836 -0.3600 -0.2 0.2 0.4
H -5.1479 -0.4762 0.1411 -0.1 -0.1 -0.1
H -2.8154 2.2104 1.1624 -0.1 0.2 -0.1
H 4.5614 4.2694 -0.0917 0.0 0.2 -0.1
H -1.4632 -4.6015 -0.3274 0.0 -0.1 0.0
H 4.3934 5.4517 -1.9885 0.1 0.1 0.0
C 3.7102 4.7728 -2.4898 -0.1 -0.1 0.0
H -1.4763 -5.0127 -2.8467 -0.1 0.1 0.0
C -0.4808 -5.0575 -0.2539 0.0 0.0 0.0
C 0.8953 -1.2444 5.0266 -0.3 -0.2 -0.5
C 2.2412 -2.5565 2.6319 0.3 -0.4 0.9
C 1.4247 -3.4490 -3.1171 0.3 0.3 -0.4
C -2.4499 -0.3791 -3.0073 -0.4 0.0 0.0
H -0.4659 2.2174 5.1858 0.0 0.1 0.0
S 2.4600 0.9257 -0.3931 -0.1 0.9 0.6
H 1.1338 3.0398 2.7037 0.0 0.1 0.0
C -1.8022 0.7602 -1.2486 0.5 0.2 0.0
Ho 1.0223 -0.8667 1.0302 -1.7 1.3 0.3
H -5.8738 1.1192 -1.6409 -0.1 -0.1 -0.1
H -0.6126 -6.1007 0.0208 0.0 -0.2 -0.1
H 1.9674 -4.2440 -3.5801 0.0 -0.2 -0.1
I 3.4544 -1.3022 -0.9671 1.5 -1.4 -0.9
H -3.0841 0.4254 4.6430 0.1 0.0 0.2
H -5.3902 0.8285 1.3014 -0.1 0.1 0.1
H 1.3556 5.5511 -1.4550 -0.1 0.1 0.0
H -0.0467 -0.1354 -4.1070 -0.1 0.0 -0.2
C -3.4847 2.5576 0.3829 0.0 -0.1 0.0
H 0.0810 -4.5746 0.5411 -0.1 0.0 0.0
H 2.4813 5.6690 -0.0990 0.0 0.1 0.0
H -3.8590 -0.0436 1.2622 0.2 0.0 0.1
H 1.2060 0.8188 5.6636 0.1 0.0 0.0
N 0.6049 -1.4817 -2.5230 0.0 -0.6 0.0
H 1.6685 3.0911 4.3968 0.0 0.1 -0.1
S -1.4240 1.3452 3.1783 -0.1 0.0 0.6
C -4.6636 0.3541 0.6490 0.1 0.1 -0.1
H -2.9207 3.1775 -0.3114 0.0 0.1 0.0
H 4.4978 2.6704 -0.8096 0.0 0.0 0.0
C 1.4123 -2.1389 -3.4269 0.0 -0.3 0.0
C -5.2709 1.9164 -1.2189 0.1 -0.1 0.1
H -0.0119 2.0773 -4.3756 -0.2 -0.1 -0.2
H -1.4900 0.4828 5.4148 0.0 -0.1 0.1
```
Forces are in eV/Å.



Record 4
Entry from the Open Molecules 2025 dataset: a cluster of 2 separate species, CH5O3P in total (wB97M-V/def2-TZVPD).

As for the SMILES: COP=O.O. As for the lowest unoccupied orbital energy: 0.3694 eV. The calculation puts the highest occupied orbital energy at -0.38303 Eh. The calculation puts the molar mass at 96.02 g mol⁻¹. For the energy, the calculation gives -608.20229 hartree.

XYZ file:
```
10
Properties=species:S:1:pos:R:3:forces:R:3
C 0.7593 0.8194 -1.3563 0.8 0.3 -0.2
H 0.9826 1.4900 -0.5263 0.0 0.0 0.0
H -1.1292 -1.7121 2.4678 -0.2 0.0 0.0
O -1.0789 -0.7754 2.2551 0.4 0.1 0.0
H 1.6460 0.2225 -1.5861 -0.1 0.1 0.0
O 1.1750 -2.0048 -0.7494 1.0 -0.6 0.0
H 0.4621 1.3997 -2.2310 0.0 0.0 0.1
H -1.9745 -0.4657 2.1051 -0.2 -0.1 0.0
O -0.3169 -0.0080 -0.9967 -1.1 -1.2 0.5
P -0.2091 -1.5875 -0.6088 -0.7 1.4 -0.3
```
Forces are in eV/Å.